{
  "formula": "C21H53ClFN7NbO6",
  "method": "ωB97M-V/def2-TZVPD",
  "orbital_gap_ev": 6.729,
  "molar_mass_g_mol": 647.06,
  "charge": -1,
  "fmax_ev_per_a": 1.4,
  "symbols": ["C", "C", "C", "Cl", "Nb", "N", "F", "H", "H", "H", "H", "H", "H", "H", "H", "H", "H", "H", "C", "C", "O", "N", "C", "H", "H", "H", "H", "H", "H", "H", "C", "C", "O", "N", "C", "H", "H", "H", "H", "H", "H", "H", "C", "C", "O", "N", "C", "H", "H", "H", "H", "H", "H", "H", "C", "C", "O", "N", "C", "H", "H", "H", "H", "H", "H", "H", "C", "C", "O", "N", "C", "H", "H", "H", "H", "H", "H", "H", "C", "C", "O", "N", "C", "H", "H", "H", "H", "H", "H", "H"],
  "coordinates": [[-1.0575, -3.9240, 0.2492], [-1.7877, -3.6911, -1.0827], [-1.0392, -2.8575, -2.1160], [0.5530, -3.7292, -2.4010], [-0.7324, -0.6001, -1.6717], [0.9381, -0.4166, -2.7761], [-2.4334, -0.6182, -0.7848], [-1.6899, -3.6056, 1.0783], [-0.1273, -3.3658, 0.3043], [-0.8653, -4.9850, 0.3906], [-1.9709, -4.6790, -1.5302], [-2.7727, -3.2546, -0.9111], [-1.5639, -2.9002, -3.0725], [-1.6595, -0.0407, -3.2346], [-0.4269, 1.0689, -0.9782], [0.1659, -1.2532, -0.2309], [1.7933, -0.6435, -2.2796], [0.9351, -0.8630, -3.6852], [3.6786, 0.6124, 2.0274], [2.4863, 1.2508, 1.3472], [1.5064, 0.6123, 1.0069], [2.5557, 2.5877, 1.1185], [3.6059, 3.5422, 1.4085], [3.4723, -0.4486, 2.1337], [4.5837, 0.7453, 1.4326], [3.8441, 1.0483, 3.0140], [1.7258, 2.9466, 0.6671], [3.2148, 4.3290, 2.0577], [3.9281, 4.0065, 0.4809], [4.4532, 3.0717, 1.9029], [2.0585, 8.8112, -1.1531], [1.8439, 7.3623, -0.7822], [2.7297, 6.5241, -0.9242], [0.6416, 6.9974, -0.2954], [-0.5253, 7.8220, -0.0959], [3.0727, 8.9194, -1.5272], [1.3603, 9.1132, -1.9342], [1.9262, 9.4605, -0.2861], [0.5666, 6.0135, -0.0391], [-0.8201, 7.8205, 0.9546], [-1.3655, 7.4408, -0.6782], [-0.3244, 8.8452, -0.4042], [-0.3471, -7.6460, 0.0471], [-1.1391, -8.0709, 1.2591], [-2.2858, -7.6979, 1.4549], [-0.5263, -8.8985, 2.1491], [0.8153, -9.4357, 2.0909], [-0.9585, -6.9909, -0.5651], [0.5525, -7.1055, 0.3414], [-0.0688, -8.5198, -0.5447], [-1.0991, -9.1401, 2.9438], [0.7966, -10.5276, 2.0766], [1.3982, -9.1156, 2.9566], [1.3187, -9.0902, 1.1940], [-4.6842, -9.5943, 6.2346], [-3.6964, -8.7967, 5.4058], [-2.6102, -8.4677, 5.8589], [-4.0634, -8.4721, 4.1448], [-5.2931, -8.7975, 3.4557], [-4.2370, -9.7706, 7.2080], [-5.6185, -9.0470, 6.3650], [-4.9064, -10.5533, 5.7647], [-3.3775, -7.9368, 3.6246], [-5.0839, -9.3813, 2.5580], [-5.8137, -7.8887, 3.1501], [-5.9509, -9.3726, 4.1003], [-3.2400, 4.6921, 0.3573], [-1.8228, 4.2118, 0.1196], [-0.8708, 4.8417, 0.6015], [-1.6582, 3.1037, -0.6025], [-2.6814, 2.2859, -1.2364], [-3.1960, 5.5938, 0.9626], [-3.7384, 4.9175, -0.5861], [-3.8209, 3.9357, 0.8851], [-0.7052, 2.7738, -0.6991], [-2.6816, 1.2589, -0.8521], [-2.5091, 2.2331, -2.3116], [-3.6556, 2.7342, -1.0554], [3.8066, 6.2729, -3.6803], [3.1454, 7.3512, -4.5016], [1.9390, 7.5243, -4.5236], [3.9630, 8.1640, -5.2382], [5.4044, 8.1224, -5.3400], [3.0435, 5.7193, -3.1480], [4.3712, 5.5894, -4.3180], [4.4765, 6.7187, -2.9459], [3.4661, 8.8658, -5.7629], [5.8482, 9.0622, -5.0028], [5.7195, 7.9489, -6.3716], [5.7975, 7.3203, -4.7243]],
  "forces_ev_per_a": [[-0.396, 0.141, 0.053], [0.064, -0.563, -0.349], [0.422, 0.121, 1.286], [-0.041, -0.091, -0.313], [0.165, 0.822, -1.069], [-0.665, -0.606, 0.272], [-0.249, -0.393, -0.056], [0.072, 0.052, 0.091], [0.040, 0.013, -0.021], [0.148, 0.003, 0.072], [-0.162, -0.007, 0.009], [0.029, 0.204, -0.046], [0.054, 0.044, -0.090], [-0.007, -0.301, -0.373], [0.427, -0.620, 0.583], [0.139, -0.257, -0.153], [0.080, 0.115, -0.077], [0.173, 0.278, -0.136], [-0.014, -0.089, 0.007], [-0.098, -0.077, -0.101], [0.434, 0.112, 0.404], [-0.173, 0.176, -0.053], [-0.341, -0.076, 0.000], [-0.014, 0.008, -0.011], [0.022, 0.017, 0.028], [0.038, 0.013, -0.007], [0.030, 0.038, 0.023], [0.123, 0.026, 0.037], [0.227, 0.142, -0.050], [-0.064, -0.057, -0.065], [0.023, 0.016, -0.041], [-0.194, -0.338, 0.015], [0.223, 0.203, 0.150], [0.293, -0.044, 0.052], [0.018, -0.062, 0.021], [0.005, -0.026, 0.001], [0.005, 0.023, 0.001], [-0.037, 0.022, -0.019], [-0.261, 0.237, -0.078], [-0.015, 0.024, 0.002], [-0.009, 0.029, -0.016], [-0.017, -0.010, 0.002], [-0.119, -0.061, -0.038], [0.069, 0.022, 0.078], [-0.163, -0.035, 0.097], [-0.040, -0.042, -0.059], [-0.067, 0.008, 0.107], [-0.043, 0.007, 0.045], [0.039, -0.031, -0.058], [0.106, 0.030, 0.004], [0.033, 0.050, 0.045], [0.022, 0.000, -0.038], [0.031, 0.018, -0.025], [0.011, -0.001, -0.001], [0.043, 0.029, 0.029], [-0.058, -0.041, -0.014], [0.043, -0.051, -0.011], [0.128, 0.106, -0.061], [0.081, 0.053, -0.046], [0.025, 0.015, -0.006], [-0.023, -0.031, -0.022], [-0.040, 0.010, -0.004], [-0.018, -0.052, -0.090], [-0.017, -0.018, 0.006], [-0.033, -0.010, 0.019], [-0.010, -0.003, -0.003], [0.042, 0.107, 0.042], [-0.041, -0.003, 0.059], [-0.046, -0.190, -0.031], [-0.075, 0.356, 0.015], [-0.167, 0.088, 0.172], [0.034, -0.009, -0.002], [-0.039, -0.030, 0.014], [-0.033, -0.012, -0.044], [-0.068, -0.167, 0.019], [-0.083, 0.665, -0.001], [-0.007, 0.022, -0.006], [-0.028, -0.040, -0.074], [-0.035, -0.048, -0.192], [0.008, -0.013, 0.006], [0.005, 0.031, 0.033], [0.033, -0.006, 0.019], [-0.091, 0.085, -0.068], [-0.025, 0.038, 0.019], [0.046, 0.050, -0.013], [0.018, -0.086, 0.042], [-0.013, -0.007, 0.002], [0.030, -0.024, 0.032], [0.029, -0.039, 0.013], [0.011, 0.000, 0.003]]
}